# 1
ORCA calculation (ωB97M-V/def2-TZVPD) on a 2-piece molecular cluster, C11H24N3O8P overall.

XYZ file:
```
47
C11H24N3O8P (ωB97M-V/def2-TZVPD)
P 1.24428 1.57970 -2.55210
O -1.84928 -1.90145 1.78091
O 1.77304 1.01684 1.42679
O -0.55543 -3.52872 0.82595
O -0.96853 -3.59627 3.03934
O 2.57837 1.48373 -3.38665
O -0.05861 1.21431 -3.70593
O 1.02168 3.26196 -2.13225
O 1.05749 0.45566 -1.25596
N -2.18271 -1.51415 -1.64125
N -3.12788 0.16154 0.25994
N -3.58284 0.45431 -2.15388
C -1.18291 -2.91881 1.87369
C 3.99540 1.80235 0.26535
C 2.30737 -0.13064 -0.77478
C -1.67993 2.35323 0.68316
C -2.97709 -0.30622 -1.17783
C -0.35035 -4.82166 2.69526
C 0.29140 3.42987 -0.86811
C 2.91640 0.61451 0.59402
C -1.23567 2.83831 -0.85331
C 0.28364 -4.52779 1.37439
C -1.84206 0.72592 0.82254
H 1.29558 -4.12220 1.47716
H 3.14830 -0.28162 -1.57194
H -1.46074 2.00345 -1.64050
H -2.26957 -2.30216 -0.94936
H -1.85200 0.47338 1.98919
H 1.86314 0.71725 2.37842
H -0.54580 0.38222 -3.37187
H 4.10734 2.51983 1.21223
H 0.38234 -5.11275 3.45294
H 5.03516 1.25761 0.04671
H -0.96155 0.10126 0.36929
H -0.90586 2.75621 1.48105
H 0.31695 -5.40605 0.72387
H 3.67980 2.39760 -0.69431
H -1.16205 -1.25927 -1.77707
H -1.95459 3.76013 -1.09491
H 0.19003 4.60859 -0.70363
H -3.34132 -0.68556 0.85264
H 0.98528 3.05011 -0.00546
H 2.03157 -1.23008 -0.39639
H -4.07471 1.27421 -1.72527
H 3.46835 -0.26593 1.17878
H -1.11907 -5.59860 2.62644
H -2.73235 2.81582 1.00268
```

Properties
Gap between HOMO and LUMO   0.32916 Ha
SMILES string   [H]/N=C(/N)NCCCCO[P@](=O)(O)OC[C@@H](C)O.O=C1OCCO1
Highest occupied orbital energy   -0.3320 Ha

The computed natural (NBO) charges, all in e, follow: 2.37, -0.60, -0.75, -0.49, -0.47, -1.04, -0.93, -0.74, -0.80, -0.88, -0.71, -0.64, 0.98, -0.67, -0.11, -0.42, 0.55, -0.10, -0.10, 0.09, -0.47, -0.10, -0.23, 0.19, 0.24, 0.24, 0.38, 0.22, 0.49, 0.50, 0.23, 0.21, 0.23, 0.20, 0.22, 0.21, 0.24, 0.38, 0.22, 0.20, 0.39, 0.20, 0.19, 0.35, 0.17, 0.19, 0.22

***

# 2
ORCA calculation (ωB97M-V/def2-TZVPD) on C11H25CeF6N3O2PS4Se2 as an isolated structure.

XYZ file:
```
55
C11H25CeF6N3O2PS4Se2 (ωB97M-V/def2-TZVPD)
Ce 0.13329 0.45606 0.13323
Se 2.87712 -0.38100 -0.21260
Se -1.19514 0.12249 -2.57398
S -4.80710 0.69143 -1.03057
S -4.75855 1.51165 0.71758
S -3.47176 3.56238 -1.33737
S -3.98373 2.03120 -2.28922
P 0.20849 3.49917 1.81322
F 1.14685 3.95115 3.05501
F -0.62072 2.97603 0.45846
F 1.35961 3.92583 0.78650
F 0.98122 1.95601 1.89997
F -0.48815 4.93208 1.71418
F -1.01978 2.88419 2.66340
O 2.46500 -1.17371 -4.67804
O 1.31433 2.16056 -1.31601
N -1.07014 -1.85011 0.15424
N -1.62200 0.00340 2.22019
N 0.87109 -1.25544 2.15349
C -0.46353 -3.04966 0.79075
C -2.55131 -1.10271 2.00098
C -2.45127 -1.66708 0.59878
C 0.87089 -2.61118 1.47901
C -0.80904 -0.01782 3.45992
C 1.60557 1.73400 -2.65490
C 2.14279 0.13476 -4.34608
C 0.59159 -0.63684 -2.64524
C 1.81672 0.27270 -2.88371
C 3.01900 -0.30437 -2.15429
C 0.07099 -1.23885 3.42204
H 2.97943 0.79460 -4.53866
H -0.24827 0.89971 3.48975
H 3.10936 -1.39908 -2.38258
H -2.92762 -2.64323 0.51643
H 3.93833 0.22999 -2.42058
H 1.22775 0.35393 -4.92727
H 1.71482 -2.57534 0.80287
H -2.95867 -1.00585 -0.10075
H 0.59602 -1.40751 -3.40996
H 1.88056 -1.23436 2.45273
H -2.40808 -1.87554 2.73530
H -1.10355 -1.91962 -0.86821
H -0.58051 -2.11655 3.49202
H -0.30290 -3.76651 0.01029
H 2.47799 2.27122 -2.92613
H 0.79306 -1.23154 -1.69320
H -1.49048 -0.05829 4.28144
H -2.16061 0.85800 2.20675
H 0.75606 2.08171 -3.25896
H 2.08512 2.56775 -0.86532
H 0.71599 -1.25001 4.30377
H -3.50820 -0.67619 2.24748
H -1.18363 -3.50545 1.52897
H 1.17166 -3.37373 2.21524
H 3.26404 -1.53443 -4.29037
```

Properties
Gap between HOMO and LUMO (spin up / spin down)   0.20830 / 0.19879 Ha
Energy above the lowest of the compared OMol25 structures with the same formula, charge and spin   11.3 kcal/mol
Highest occupied orbital energy (spin up / spin down)   -0.2786 / -0.2791 Ha
2S+1   2

The computed natural (NBO) charges, all in e, follow: 0.71, -0.24, -0.26, 0.16, -0.25, -0.08, 0.24, 2.62, -0.55, -0.53, -0.55, -0.54, -0.56, -0.54, -0.73, -0.72, -0.67, -0.64, -0.63, -0.23, -0.24, -0.22, -0.24, -0.21, -0.05, -0.04, -0.56, -0.17, -0.54, -0.23, 0.16, 0.25, 0.21, 0.20, 0.22, 0.20, 0.26, 0.23, 0.26, 0.41, 0.19, 0.43, 0.19, 0.22, 0.19, 0.19, 0.19, 0.41, 0.22, 0.53, 0.22, 0.23, 0.20, 0.19, 0.48

***

# 3
ORCA calculation (ωB97M-V/def2-TZVPD) on C11H25Cl2N4O2Zr as an isolated structure.

XYZ file:
```
45
C11H25Cl2N4O2Zr (ωB97M-V/def2-TZVPD)
Zr 0.20026 -0.30730 -0.20950
Cl 1.69260 -4.41965 -1.46415
Cl -0.75098 -2.59638 -1.07757
O -2.93529 0.41666 -1.39402
O 0.49023 -0.71726 1.76050
N 2.43981 -0.24423 -0.48543
N 0.54593 1.91043 -0.60807
N -0.73063 -0.14470 1.56480
N -2.27734 0.09476 -0.25887
C -1.91782 -0.45955 1.94069
C -0.34769 2.42107 -1.69238
C -2.29352 -1.18315 3.16445
C 0.29194 2.69797 0.64305
C -2.88543 -0.00741 0.87321
C 3.26996 -1.15058 0.35774
C 2.50308 -0.65701 -1.91207
C 0.05933 -4.41554 -1.00631
C -4.33646 0.19222 1.11652
C 2.89353 1.16527 -0.29837
C 1.97318 2.11241 -1.03305
H -4.53040 0.38777 2.16963
H -1.37715 2.46574 -1.34801
H 3.91714 1.28511 -0.66246
H 1.72960 -0.15341 -2.51348
H -1.43917 -1.70745 3.58944
H 2.90579 1.36681 0.77366
H -2.64593 -0.45963 3.91102
H -3.12092 -1.86946 2.97753
H -0.03894 3.42465 -1.99000
H -0.28720 1.77538 -2.57272
H 4.31778 -1.09138 0.05854
H -4.72987 1.03657 0.54579
H 3.18026 -0.86032 1.40212
H 3.46413 -0.41086 -2.36938
H -0.10977 -4.66834 0.03313
H -0.74745 2.59098 0.94516
H 2.35730 -1.73415 -1.98962
H -0.59340 -4.89957 -1.72514
H -3.89709 0.47429 -1.24160
H -4.90681 -0.70111 0.83958
H 0.49206 3.75353 0.45336
H 0.93835 2.35934 1.45185
H 2.93531 -2.18130 0.24284
H 2.26784 3.14772 -0.85206
H 2.03390 1.96108 -2.11039
```

Properties
Gap between HOMO and LUMO   0.30734 Ha
Energy above the lowest of the compared OMol25 structures with the same formula, charge and spin   0.0 kcal/mol
Total charge   +3
Highest occupied orbital energy   -0.7377 Ha

The computed natural (NBO) charges, all in e, follow: 2.35, 0.16, -0.12, -0.48, -0.58, -0.57, -0.59, -0.37, -0.19, 0.39, -0.43, -0.71, -0.43, 0.25, -0.43, -0.47, -0.25, -0.72, -0.25, -0.25, 0.29, 0.24, 0.26, 0.21, 0.28, 0.24, 0.31, 0.28, 0.26, 0.23, 0.25, 0.27, 0.25, 0.28, 0.26, 0.23, 0.25, 0.27, 0.50, 0.29, 0.25, 0.24, 0.23, 0.27, 0.24

***

# 4
ORCA calculation (ωB97M-V/def2-TZVPD) on C11H26Br2CaCl2KLiMgN3O14P2 as an isolated structure.

XYZ file:
```
64
C11H26Br2CaCl2KLiMgN3O14P2 (ωB97M-V/def2-TZVPD)
Br 0.62944 4.37616 0.92566
Br -2.21029 3.58498 -1.30974
Ca -2.06612 -0.34377 -3.14717
K 3.21283 0.23081 1.97102
Cl 1.68136 -1.44016 -5.44056
Cl 1.61339 -3.77407 -3.66627
P 2.36533 7.82548 1.56935
P 0.64841 -0.24275 -2.02524
Mg -1.77670 7.60227 2.24292
O 1.88381 7.78794 0.12066
O 1.42331 2.13542 -3.04864
O 3.13140 9.11589 1.83033
O 1.15089 7.74684 2.50901
O 3.42663 -1.54310 0.84097
O -1.07817 -3.41683 3.86565
O 3.42517 2.85835 -2.31533
O 2.75445 -2.64194 2.67213
O -3.50367 -4.79300 0.27912
O 1.41924 -1.25203 1.47735
O -0.15554 0.86964 -1.15151
O -2.07923 -1.82567 1.05652
O 3.28541 6.63380 1.80228
O 1.81731 -0.79671 -1.04084
N -0.46351 -1.68851 -2.24014
N -1.80688 -1.42936 -0.20512
N -0.06113 -2.99018 -0.22596
C -3.87605 -4.53561 2.69006
C 2.61678 -2.47510 -4.35957
C -3.38322 -2.49012 1.17030
C -1.08958 5.20739 0.75229
C 2.92379 3.13856 -4.59869
C 2.58017 2.67707 -3.18358
C -3.14549 -4.00838 1.42886
C 0.35259 -3.36150 3.81674
C 2.55324 -1.86153 1.71903
C -2.20066 4.22208 0.52907
C -0.82721 -2.02990 -0.86729
Li 2.17888 -3.73283 0.43506
H -3.41229 -4.18746 -0.46121
H 3.42890 -2.92560 -4.91929
H 0.38494 -2.57268 0.63282
H -3.86203 -2.06287 2.06192
H 3.01444 -1.87037 -3.54915
H -4.94051 -4.69087 2.48980
H 0.68351 -2.33992 3.97329
H -4.02293 -2.29632 0.29492
H -1.19916 5.74190 1.72018
H 0.75263 -3.99945 4.60004
H 0.17946 1.76817 -1.43340
H -2.12128 3.34869 1.16827
H -0.99605 5.94208 -0.04692
H -2.34141 -0.67318 -0.67308
H -3.36402 -5.47121 2.95079
H 0.12528 -2.48220 -2.55264
H 0.71404 -3.71333 2.84494
H -3.67362 -3.83869 3.51197
H 1.50962 -0.62637 -0.09539
H -1.39957 -2.84257 3.16763
H 3.91456 3.58390 -4.63420
H -2.06965 -4.13750 1.65017
H 2.89847 2.28768 -5.28392
H -0.57481 -3.84828 -0.03625
H -3.17558 4.68694 0.67471
H 2.19668 3.87989 -4.93474
```

Properties
Gap between HOMO and LUMO   0.05461 Ha
Total charge   +1
Highest occupied orbital energy   -0.3023 Ha

The computed Löwdin charges, all in e, follow: 0.73, 0.61, 1.29, 1.10, 0.53, 0.55, -0.12, 0.82, 0.88, -0.18, -0.20, -0.09, -0.40, -0.27, -0.12, 0.00, -0.03, -0.03, -0.25, -0.33, -0.06, -0.15, -0.24, -0.29, 0.06, 0.12, -0.02, -0.96, -0.06, -0.80, -0.03, -0.75, -0.40, -0.12, -1.19, -0.67, -0.39, 0.80, 0.06, 0.04, 0.07, 0.14, 0.03, 0.10, 0.08, 0.13, -0.12, 0.10, 0.04, 0.05, 0.06, 0.09, 0.10, -0.01, 0.05, 0.08, 0.03, 0.03, 0.07, 0.12, 0.06, 0.12, 0.05, 0.07

***

# 5
ORCA calculation (ωB97M-V/def2-TZVPD) on C11H26BrIN3P as an isolated structure.

XYZ file:
```
43
C11H26BrIN3P (ωB97M-V/def2-TZVPD)
I -1.94497 -1.36437 2.26532
Br -3.68206 2.52394 0.52438
P 2.58792 2.46517 -0.36940
N 1.15875 0.70646 1.39693
N -1.04340 0.54777 -0.27165
N 0.20278 -3.17794 -0.57415
C -4.03684 -0.36698 0.46865
C -0.09484 -0.60516 -0.47451
C 0.98814 1.90222 0.51482
C -0.76669 -2.05071 -0.48861
C -2.19402 0.61024 -1.24705
C 3.30434 1.09267 -1.43804
C 3.91363 2.84186 0.91720
C 1.00143 -0.59242 0.68080
C -0.22213 1.80419 -0.51436
C -3.63106 0.80548 -0.52686
C 0.17169 -4.04495 0.62833
H 2.15388 0.72968 1.66801
H -4.64319 -1.19208 -0.04152
H 0.64756 -1.34383 1.46168
H -3.12772 -0.81946 1.09737
H 3.42572 0.08953 -0.93407
H 0.73467 2.77272 1.21196
H 2.76142 0.98325 -2.43335
H -2.21882 -0.24145 -1.98445
H 0.14405 1.73466 -1.57897
H 0.44410 -3.49982 1.58525
H -0.90330 2.71297 -0.44415
H -0.90452 -4.40745 0.74125
H 0.45561 -0.47402 -1.46408
H 3.46299 3.33500 1.83100
H -1.41184 -2.21507 0.47800
H 1.98425 -1.02897 0.29210
H 1.14735 -2.86495 -0.80984
H 0.79646 -4.98234 0.52123
H -1.38094 0.49739 0.72455
H -4.46030 0.90786 -1.29501
H -2.07505 1.55833 -1.87003
H 4.35924 1.42895 -1.72108
H -1.49467 -2.18841 -1.36201
H 4.71225 3.47146 0.42033
H -4.74413 0.08976 1.24098
H 4.42223 1.84884 1.17304
```

Properties
Gap between HOMO and LUMO   0.25875 Ha
Highest occupied orbital energy   -0.2472 Ha

The computed natural (NBO) charges, all in e, follow: -0.53, -0.04, 0.70, -0.63, -0.51, -0.64, -0.73, -0.06, -0.33, -0.32, -0.26, -0.96, -0.94, -0.27, -0.23, -0.22, -0.42, 0.37, 0.21, 0.25, 0.18, 0.22, 0.24, 0.24, 0.25, 0.22, 0.18, 0.26, 0.21, 0.22, 0.25, 0.25, 0.18, 0.35, 0.20, 0.51, 0.24, 0.23, 0.25, 0.18, 0.25, 0.22, 0.22